{"formula": "C16H34BrN3O6S", "method": "ωB97M-V/def2-TZVPD", "species": ["Br", "S", "O", "O", "O", "O", "O", "O", "N", "N", "N", "C", "C", "C", "C", "C", "C", "C", "C", "C", "C", "C", "C", "C", "C", "C", "C", "H", "H", "H", "H", "H", "H", "H", "H", "H", "H", "H", "H", "H", "H", "H", "H", "H", "H", "H", "H", "H", "H", "H", "H", "H", "H", "H", "H", "H", "H", "H", "H", "H", "H"], "xyz": [[-4.00955, 1.43930, 2.25865], [0.70466, -1.95186, 1.96785], [0.88645, -3.21256, 2.64511], [-1.19215, -0.99429, -2.59870], [1.02585, 3.30034, 4.12414], [0.29300, -0.91410, 3.13936], [-0.74445, -2.10033, 1.24399], [0.34020, -0.17005, -6.74601], [-1.00045, -3.06748, -3.47791], [2.06641, 0.51228, -5.44372], [2.36708, 3.54460, 5.93582], [1.32872, 0.51799, -6.57263], [2.57162, 4.10803, 7.25122], [0.21437, 0.50515, 2.82938], [3.23709, 1.34071, -5.27668], [3.40046, 2.71221, 5.34527], [-1.63461, -0.95555, 1.15287], [-0.38122, -3.56723, -2.26098], [0.22452, 0.84184, 1.34716], [1.64005, -0.36825, -4.37081], [-4.71730, 0.25269, 0.87014], [-1.35500, -1.77035, -3.52625], [1.23667, 3.75595, 5.23220], [-0.94804, 0.25708, 0.53546], [-1.18384, -3.95461, -4.60541], [-4.20665, -1.17623, 0.98207], [-2.84129, -1.42719, 0.33787], [0.53635, -3.01980, -2.04057], [-1.79080, -1.46726, -4.49043], [-0.14838, -4.62147, -2.39408], [1.70809, 1.21610, -7.33754], [4.12871, 0.73400, -5.10354], [1.61425, -1.40211, -4.72022], [0.64316, -0.10139, -4.02498], [-1.83739, -4.79008, -4.34626], [-0.71381, 0.84733, 3.28962], [-4.95324, -1.81542, 0.50103], [-4.18313, -1.47397, 2.03440], [-4.42811, 0.71435, -0.07177], [-0.22748, -4.35481, -4.94853], [-1.63475, -3.40056, -5.42721], [3.44436, 4.76417, 7.26749], [-1.04484, -3.44858, -1.40469], [1.03956, 0.99670, 3.33985], [-1.71747, 1.02256, 0.41469], [2.71229, 3.32420, 7.99835], [0.50546, 4.38776, 5.76234], [-1.94654, -0.72716, 2.17475], [3.39257, 1.92832, -6.18066], [-2.81235, -0.97247, -0.65537], [1.17834, 0.54300, 0.90860], [2.33405, -0.28873, -3.53627], [3.11777, 2.02788, -4.43624], [-0.62465, -0.01571, -0.46969], [0.19935, 1.93299, 1.30541], [1.69709, 4.69403, 7.53015], [-5.79594, 0.31693, 0.97658], [-2.72052, -2.50008, 0.17939], [3.02335, 1.70826, 5.14694], [4.23684, 2.64812, 6.03788], [3.74516, 3.13481, 4.40111]], "forces_ev_per_a": [[0.0, 0.0, 0.0], [0.0, -0.1, 0.1], [0.0, 0.1, -0.1], [-0.1, 0.1, 0.0], [0.0, 0.0, 0.0], [0.0, 0.0, 0.0], [0.0, -0.1, -0.1], [0.0, 0.0, 0.0], [0.0, 0.1, 0.0], [-0.1, -0.1, -0.1], [0.0, 0.0, 0.0], [0.0, 0.0, 0.0], [0.0, 0.0, 0.0], [0.0, 0.0, 0.0], [0.0, 0.0, 0.0], [0.0, 0.0, 0.0], [0.0, 0.1, 0.1], [0.0, 0.0, 0.0], [0.0, 0.0, 0.1], [0.0, 0.0, 0.1], [0.0, 0.0, 0.0], [0.1, -0.1, 0.0], [0.0, 0.0, 0.0], [0.0, 0.0, 0.0], [0.0, 0.0, 0.0], [0.1, 0.1, 0.1], [-0.1, 0.0, -0.1], [0.0, 0.0, 0.0], [0.0, 0.0, 0.0], [0.0, 0.0, 0.0], [0.0, 0.0, 0.0], [0.0, 0.0, 0.0], [0.0, 0.0, 0.0], [0.0, 0.0, 0.0], [0.0, 0.0, 0.0], [0.0, 0.0, 0.0], [0.1, 0.0, -0.1], [-0.1, 0.0, 0.0], [0.0, 0.0, 0.0], [0.0, 0.0, 0.0], [0.0, 0.0, 0.0], [0.0, 0.0, 0.0], [0.0, 0.0, 0.0], [0.0, 0.0, 0.0], [0.0, 0.0, 0.0], [0.0, 0.0, 0.0], [0.0, 0.0, 0.0], [0.0, 0.0, 0.0], [0.0, 0.0, 0.0], [0.0, 0.0, 0.0], [0.0, 0.0, 0.0], [0.0, 0.0, 0.0], [0.0, 0.0, 0.0], [0.0, 0.0, 0.0], [0.0, 0.0, -0.1], [0.0, 0.0, 0.0], [0.0, 0.0, 0.1], [0.0, 0.0, 0.1], [0.0, 0.0, 0.0], [0.0, 0.0, 0.0], [0.0, 0.0, 0.0]], "e_above_lowest_kcal_mol": 0.00, "gap_ev": 9.79, "energy_ev": -114776.0775, "homo_ev": -9.14}